Record 1
C63H53N10S3Ti | ωB97M-V/def2-TZVPD

Each line ends with the Löwdin charge.
Atoms and positions in Å:
Ti  -1.32  1.02  1.29  0.713
C  1.37  -0.08  7.80  -0.055
C  0.77  -0.18  6.44  -0.288
C  0.09  -1.33  6.02  -0.043
C  -0.52  -1.39  4.79  -0.010
C  -0.48  -0.31  3.88  -0.229
N  -1.07  -0.36  2.66  -0.083
C  -1.62  -1.57  2.24  -0.258
C  -0.85  -2.74  2.14  -0.028
C  -1.43  -3.95  1.84  -0.035
C  -2.80  -4.07  1.63  -0.275
C  -3.44  -5.40  1.42  -0.040
C  -3.55  -2.90  1.63  0.004
C  -2.99  -1.66  1.92  -0.126
N  -3.79  -0.51  1.94  -0.040
C  -5.14  -0.44  2.05  -0.029
C  -5.50  0.89  2.03  -0.028
C  -4.30  1.58  1.91  -0.090
N  -3.27  0.73  1.86  -0.039
C  0.18  0.86  4.32  -0.122
C  0.79  0.90  5.58  0.018
N  0.19  2.03  3.54  -0.079
C  1.14  2.98  3.56  -0.054
C  0.67  4.06  2.84  -0.028
C  -0.60  3.67  2.41  -0.122
N  -0.87  2.43  2.83  -0.008
H  1.64  -1.06  8.19  0.075
H  2.27  0.55  7.79  0.076
H  0.66  0.37  8.49  0.085
H  0.02  -2.18  6.68  0.113
H  -1.07  -2.27  4.51  0.109
H  0.21  -2.68  2.34  0.106
H  -0.81  -4.84  1.80  0.115
H  -3.09  -6.10  2.18  0.084
H  -4.52  -5.31  1.51  0.080
H  -3.20  -5.82  0.44  0.066
H  -4.60  -2.98  1.40  0.108
H  -5.74  -1.32  2.16  0.121
H  -6.48  1.30  2.08  0.100
H  -4.14  2.65  1.88  0.119
H  1.25  1.82  5.90  0.117
H  2.08  2.85  4.06  0.126
H  1.17  4.99  2.67  0.101
H  -1.32  4.24  1.86  0.109
N  -1.59  -0.20  -0.17  -0.315
S  -1.10  -1.00  -1.29  0.840
N  0.40  -1.67  -1.18  -0.328
S  1.62  -0.95  -1.86  0.906
N  1.91  0.55  -1.45  -0.335
S  1.87  0.99  0.13  0.820
N  0.57  1.24  0.78  -0.296
C  2.90  -0.19  1.03  -0.318
C  2.28  -0.83  2.08  -0.056
C  3.00  -1.68  2.89  -0.039
C  4.35  -1.89  2.63  -0.051
C  4.97  -1.25  1.56  -0.063
C  4.25  -0.37  0.77  -0.093
C  2.84  2.51  0.16  -0.285
C  2.67  3.48  -0.81  -0.058
C  3.31  4.70  -0.68  -0.057
C  4.10  4.95  0.43  -0.065
C  4.26  3.99  1.41  -0.063
C  3.62  2.76  1.28  -0.083
C  1.43  -0.94  -3.61  -0.319
C  1.08  -2.15  -4.22  -0.064
C  0.93  -2.21  -5.58  -0.053
C  1.15  -1.07  -6.35  -0.040
C  1.54  0.12  -5.75  -0.047
C  1.70  0.19  -4.38  -0.054
C  3.02  -1.97  -1.50  -0.314
C  2.89  -3.19  -0.83  -0.044
C  4.02  -3.96  -0.61  -0.048
C  5.26  -3.53  -1.05  -0.045
C  5.38  -2.32  -1.73  -0.059
C  4.27  -1.54  -1.97  -0.078
C  -2.18  -2.41  -1.51  -0.315
C  -1.72  -3.65  -1.90  -0.071
C  -2.64  -4.67  -2.13  -0.068
C  -3.99  -4.43  -1.95  -0.065
C  -4.44  -3.19  -1.54  -0.058
C  -3.54  -2.16  -1.33  -0.069
C  -1.22  -0.16  -2.89  -0.291
C  -1.83  -0.80  -3.97  -0.062
C  -2.09  -0.08  -5.12  -0.056
C  -1.74  1.26  -5.20  -0.053
C  -1.13  1.88  -4.12  -0.066
C  -0.88  1.18  -2.96  -0.086
H  1.23  -0.62  2.22  0.075
H  2.53  -2.16  3.73  0.113
H  4.92  -2.55  3.26  0.111
H  6.01  -1.43  1.35  0.114
H  4.73  0.17  -0.03  0.121
H  2.03  3.26  -1.66  0.107
H  3.19  5.45  -1.45  0.112
H  4.60  5.90  0.53  0.110
H  4.87  4.18  2.27  0.113
H  3.74  2.01  2.04  0.111
H  0.92  -3.02  -3.60  0.109
H  0.64  -3.13  -6.06  0.117
H  1.01  -1.11  -7.42  0.115
H  1.73  1.00  -6.35  0.120
H  2.00  1.10  -3.88  0.112
H  1.92  -3.49  -0.49  0.107
H  3.93  -4.90  -0.09  0.117
H  6.14  -4.13  -0.87  0.115
H  6.35  -1.99  -2.08  0.119
H  4.34  -0.61  -2.50  0.123
H  -0.66  -3.80  -2.02  0.093
H  -2.29  -5.63  -2.46  0.112
H  -4.71  -5.23  -2.12  0.114
H  -5.50  -3.01  -1.41  0.117
H  -3.85  -1.17  -1.04  0.122
H  -2.11  -1.84  -3.90  0.112
H  -2.58  -0.56  -5.95  0.114
H  -1.95  1.82  -6.10  0.113
H  -0.87  2.93  -4.19  0.115
H  -0.43  1.65  -2.09  0.093
N  -1.89  2.47  0.11  0.019
C  -2.02  3.31  -0.70  -0.149
C  -2.15  4.33  -1.60  -0.262
C  -2.97  4.20  -2.75  -0.088
C  -3.11  5.26  -3.61  -0.115
C  -2.45  6.46  -3.38  -0.123
C  -1.61  6.59  -2.28  -0.115
C  -1.45  5.55  -1.39  -0.070
H  -3.49  3.27  -2.91  0.105
H  -3.75  5.16  -4.47  0.098
H  -2.59  7.30  -4.04  0.089
H  -1.08  7.51  -2.11  0.097
H  -0.81  5.64  -0.53  0.096

E_LUMO (alpha / beta)	-2.83 / -2.83	eV
HOMO energy (alpha / beta)	-5.830 / -8.685	eV
calculated total energy	-5023.69976	Ha
frontier orbital gap (alpha / beta)	3.0 / 5.9	eV
multiplicity	3
charge	+1
expectation value of S²	2.032

---

Record 2
C63H53N2O35P | ωB97M-V/def2-TZVPD

Each line ends with the Löwdin charge.
Atoms and positions in Å:
C  1.22  2.20  1.67  -0.110
C  0.60  3.56  2.20  -0.210
C  -0.80  3.93  1.48  -0.178
C  -2.01  4.02  2.47  -0.221
N  -2.43  2.73  3.08  -0.003
C  -2.42  1.62  2.14  -0.190
C  -1.49  0.52  2.43  0.038
C  -1.33  -0.63  1.56  -0.050
C  -2.16  -0.69  0.33  -0.003
C  -3.13  0.35  0.00  -0.135
N  -3.94  0.27  -1.18  0.016
C  -3.60  1.30  -2.20  -0.235
C  -2.07  1.34  -2.61  -0.086
C  -3.25  1.51  0.93  -0.019
C  -4.28  2.68  0.66  -0.118
O  -5.57  2.03  0.46  -0.153
O  -6.10  1.96  1.74  -0.071
C  -1.89  -1.93  -0.58  -0.277
O  -2.76  -2.58  -1.12  0.105
C  -0.37  -2.31  -0.69  -0.045
C  0.26  -2.69  -1.95  0.006
C  1.70  -3.03  -1.99  -0.205
P  2.65  -3.48  -3.50  0.554
O  4.09  -3.25  -3.20  -0.304
O  2.42  -5.02  -4.04  -0.137
O  2.28  -2.41  -4.75  -0.158
C  2.46  -3.01  -0.73  -0.035
C  1.86  -2.63  0.56  0.024
C  0.45  -2.27  0.55  -0.044
C  -0.32  -1.80  1.83  -0.278
O  -0.18  -2.29  2.92  0.125
H  2.29  2.28  1.34  0.056
H  1.14  1.46  2.52  0.061
H  0.55  1.79  0.87  0.061
H  1.34  4.37  1.96  0.082
H  0.50  3.60  3.33  0.110
H  -0.98  3.30  0.57  0.096
H  -0.64  4.99  1.07  0.089
H  -2.83  4.58  1.95  0.101
H  -1.68  4.69  3.32  0.123
H  -3.42  2.86  3.33  0.112
H  -0.87  0.56  3.36  0.125
H  -3.85  -0.63  -1.65  0.102
H  -4.16  1.01  -3.13  0.124
H  -3.97  2.33  -1.94  0.096
H  -1.94  2.27  -3.23  0.078
H  -1.83  0.47  -3.28  0.071
H  -1.36  1.44  -1.75  0.065
H  -4.42  3.31  1.58  0.107
H  -3.99  3.33  -0.20  0.123
H  -5.94  1.07  2.11  0.097
H  -0.35  -2.70  -2.89  0.115
H  1.74  -5.00  -4.75  0.082
H  1.56  -1.81  -4.46  0.066
H  3.54  -3.28  -0.75  0.105
H  2.47  -2.63  1.49  0.124
O  0.93  6.79  1.05  0.095
C  0.76  7.90  0.57  -0.306
C  0.89  9.12  1.36  0.079
C  0.68  10.32  0.79  -0.230
O  0.79  11.46  1.49  0.107
C  0.31  10.44  -0.65  -0.314
O  0.11  11.54  -1.12  0.114
C  0.20  9.21  -1.44  0.078
C  0.42  8.02  -0.88  -0.227
O  0.33  6.88  -1.58  0.103
H  1.16  9.02  2.40  0.138
H  0.59  12.17  0.86  0.120
H  -0.05  9.32  -2.49  0.137
H  0.53  6.16  -0.95  0.110
O  7.71  2.53  -2.84  0.111
C  6.71  2.99  -2.33  -0.319
C  6.50  4.43  -2.15  0.068
C  5.39  4.89  -1.57  -0.225
O  5.18  6.21  -1.40  0.102
C  4.33  3.96  -1.07  -0.310
O  3.34  4.42  -0.53  0.096
C  4.53  2.53  -1.26  0.077
C  5.63  2.06  -1.85  -0.226
O  5.83  0.75  -2.04  0.113
H  7.28  5.09  -2.52  0.136
H  4.31  6.28  -0.96  0.112
H  3.74  1.87  -0.91  0.130
H  6.70  0.67  -2.48  0.122
O  -10.04  2.72  7.05  0.114
C  -9.24  2.08  6.39  -0.311
C  -8.53  0.91  6.92  0.079
C  -7.65  0.26  6.16  -0.227
O  -6.99  -0.83  6.62  0.105
C  -7.35  0.69  4.77  -0.296
O  -6.52  0.07  4.12  0.099
C  -8.06  1.84  4.24  0.073
C  -8.95  2.50  4.99  -0.221
O  -9.62  3.56  4.52  0.110
H  -8.76  0.61  7.93  0.137
H  -6.42  -1.11  5.89  0.119
H  -7.84  2.13  3.22  0.114
H  -10.20  3.86  5.25  0.119
O  3.33  -5.45  1.62  0.099
C  2.63  -6.38  1.27  -0.309
C  1.69  -7.04  2.17  0.080
C  0.95  -8.07  1.74  -0.226
O  0.08  -8.69  2.56  0.104
C  1.05  -8.57  0.34  -0.297
O  0.37  -9.53  0.00  0.103
C  1.97  -7.90  -0.57  0.079
C  2.71  -6.87  -0.14  -0.216
O  3.56  -6.22  -0.96  0.102
H  1.62  -6.67  3.18  0.138
H  -0.33  -9.40  2.01  0.117
H  2.02  -8.27  -1.59  0.091
H  3.97  -5.53  -0.41  0.103
O  13.41  1.34  1.03  0.113
C  12.39  1.95  0.76  -0.314
C  12.38  3.17  -0.04  0.078
C  11.24  3.81  -0.30  -0.226
O  11.21  4.94  -1.04  0.106
C  9.93  3.31  0.23  -0.307
O  8.91  3.94  -0.01  0.103
C  9.93  2.08  1.01  0.079
C  11.07  1.44  1.27  -0.229
O  11.10  0.30  1.98  0.106
H  13.33  3.52  -0.42  0.137
H  10.27  5.20  -1.07  0.116
H  8.98  1.72  1.38  0.137
H  12.04  0.04  2.02  0.119
O  -9.93  0.63  -3.48  0.110
C  -9.97  0.58  -2.27  -0.314
C  -10.27  -0.66  -1.54  0.077
C  -10.32  -0.66  -0.21  -0.228
O  -10.59  -1.79  0.48  0.104
C  -10.08  0.58  0.59  -0.309
O  -10.15  0.53  1.80  0.106
C  -9.76  1.81  -0.14  0.081
C  -9.71  1.81  -1.47  -0.228
O  -9.42  2.93  -2.16  0.104
H  -10.44  -1.55  -2.13  0.137
H  -10.57  -1.53  1.42  0.117
H  -9.57  2.70  0.45  0.138
H  -9.44  2.68  -3.10  0.118
O  2.36  -9.32  -3.00  0.082
C  2.83  -10.28  -3.58  -0.282
C  3.76  -10.15  -4.70  0.083
C  4.25  -11.23  -5.31  -0.228
O  5.10  -11.14  -6.34  0.108
C  3.86  -12.61  -4.88  -0.315
O  4.31  -13.57  -5.48  0.113
C  2.95  -12.75  -3.74  0.077
C  2.47  -11.66  -3.13  -0.219
O  1.63  -11.76  -2.08  0.109
H  4.03  -9.15  -5.00  0.139
H  5.30  -12.06  -6.60  0.120
H  2.69  -13.75  -3.43  0.137
H  1.42  -10.85  -1.81  0.095

E_LUMO	-1.76	eV
HOMO energy	-8.739	eV
calculated total energy	-5516.61301	Ha
frontier orbital gap	7.0	eV
SMILES	CCCCNc1cc2c(c(NCC)c1COO)C(=O)c1cc(P(=O)(O)O)ccc1C2=O.O=C1C=C(O)C(=O)C=C1O.O=C1C=C(O)C(=O)C=C1O.O=C1C=C(O)C(=O)C=C1O.O=C1C=C(O)C(=O)C=C1O.O=C1C=C(O)C(=O)C=C1O.O=C1C=C(O)C(=O)C=C1O.O=C1C=C(O)C(=O)C=C1O
charge	0